{"formula": "C2H14N2O3", "method": "wB97M-V/def2-TZVPD", "symbols": ["C", "C", "N", "N", "H", "H", "H", "H", "H", "H", "H", "H", "H", "H", "O", "H", "H", "O", "H", "H", "O"], "xyz": [[-0.777769, -1.485182, -0.539276], [0.658800, -0.978631, -0.459042], [1.502504, -1.832624, -1.298322], [-1.758195, -0.488869, -0.076561], [-1.015875, -1.623163, -1.591269], [-0.843956, -2.438255, -0.008874], [0.695946, 0.038740, -0.845371], [0.976307, -0.938512, 0.583812], [1.391294, -2.817216, -1.089925], [2.489504, -1.627776, -1.124026], [-2.684134, -0.851822, -0.278565], [-1.759744, -0.393711, 0.934281], [-0.715542, 0.224228, 2.616019], [-1.149509, -0.493650, 3.915255], [-1.405408, 0.206298, 3.301011], [2.314947, 1.889154, -2.386838], [0.861276, 2.059403, -2.128708], [1.533198, 2.298521, -2.779840], [0.427211, 2.513680, 1.702492], [-0.746836, 1.786329, 0.989465], [0.149222, 1.672734, 1.327328]], "forces_ev_per_a": [[0.0, 0.7, -0.1], [-0.3, -0.4, -0.2], [0.7, 0.2, 0.1], [-0.1, -0.1, 0.3], [0.1, -0.4, -0.1], [-0.1, -0.2, 0.0], [0.0, 0.0, 0.0], [0.1, 0.0, 0.2], [-0.2, 0.0, 0.1], [-0.4, -0.1, -0.2], [0.0, 0.2, -0.1], [0.1, -0.1, 0.0], [0.0, 0.3, 0.4], [-0.1, 0.1, -0.2], [0.1, -0.3, -0.2], [0.1, 0.1, -0.3], [-0.2, 0.1, -0.2], [0.1, -0.3, 0.5], [-0.2, 0.0, 0.0], [0.0, 0.1, -0.1], [0.1, -0.2, -0.1]], "smiles": "NCCN.O.O.O", "e_above_lowest_ev": 0.823, "lumo_ev": 0.6, "max_force_ev_per_a": 0.74, "multiplicity": 1, "total_energy_ev": -11423.6038}